Entry 1:
Molecular formula: C2H5N7
Method: DFT, the ωB97M-V functional and the def2-TZVPD basis

Bonds (Å) are listed after each position.
Cartesian coordinates (Å):
1 C -0.10 1.58 -1.07  N4 1.134, N9 1.343
2 C -0.43 -0.75 -0.76  N7 1.346, N8 1.292, N9 1.377
3 N 1.16 1.37 0.99  N5 1.182, H13 1.004
4 N 0.49 2.49 -1.39  C1 1.134
5 N 0.80 0.70 1.90  N3 1.182, N6 1.150
6 N 0.21 0.15 2.72  N5 1.150
7 N -0.85 -1.58 0.22  C2 1.346, H10 1.030, H11 0.977
8 N 0.56 -0.93 -1.58  C2 1.292, H12 1.023
9 N -0.87 0.55 -0.67  C1 1.343, C2 1.377, H14 1.018
10 H -0.79 -2.57 -0.05  N7 1.030
11 H -1.66 -1.65 0.77  N7 0.977
12 H 1.13 -1.76 -1.38  N8 1.023
13 H 2.05 1.47 0.54  N3 1.004
14 H -1.71 0.92 -0.24  N9 1.018

E_LUMO ... 0.4 eV
Calculated total energy ... -12582.16428 eV

***

Entry 2:
Molecular formula: C2H5N7
Method: DFT, the ωB97M-V functional and the def2-TZVPD basis

Bonds (Å) are listed after each position.
Cartesian coordinates (Å):
1 C -0.98 -1.13 0.37  N4 1.151, N9 1.375
2 C 1.11 -0.20 -0.26  N7 1.375, N8 1.244, N9 1.430
3 N -1.70 1.17 0.27  N5 1.181, H13 1.051
4 N -2.02 -1.63 0.36  C1 1.151
5 N -2.78 0.90 -0.15  N3 1.181, N6 1.139
6 N -3.83 0.52 -0.34  N5 1.139
7 N 2.41 -0.53 0.06  C2 1.375, H10 1.051, H11 1.013
8 N 0.71 0.50 -1.21  C2 1.244, H12 1.018
9 N 0.32 -0.87 0.72  C1 1.375, C2 1.430, H14 1.019
10 H 3.29 0.01 -0.17  N7 1.051
11 H 2.69 -1.13 0.82  N7 1.013
12 H 1.29 0.91 -1.93  N8 1.018
13 H -1.22 2.01 -0.13  N3 1.051
14 H 0.71 -0.51 1.59  N9 1.019

E_LUMO ... 0.4 eV
Calculated total energy ... -12582.19758 eV

***

Entry 3:
Molecular formula: C2H5N8O5
Method: DFT, the ωB97M-V functional and the def2-TZVPD basis

Bonds (Å) are listed after each position.
Cartesian coordinates (Å):
1 N -3.51 -1.67 0.41  C2 1.328, H16 1.110, H17 1.011
2 C -2.66 -0.72 0.01  N1 1.328, N3 1.281, N13 1.516
3 N -2.09 0.20 0.69  C2 1.281, N4 1.227
4 N -1.09 0.91 0.71  N3 1.227, O5 1.173, N6 1.523
5 O -0.90 1.94 1.22  N4 1.173
6 N 0.19 0.19 0.29  N4 1.523, N7 1.366
7 N 1.28 0.96 0.55  N6 1.366, C8 1.307, H18 1.025
8 C 2.49 0.64 0.17  N7 1.307, N9 1.361, N10 1.441
9 N 3.62 1.25 0.63  C8 1.361, H19 1.009, H20 1.093
10 N 2.68 -0.38 -0.82  C8 1.441, O11 1.165, O12 1.176
11 O 3.79 -0.69 -0.99  N10 1.165
12 O 1.71 -0.77 -1.37  N10 1.176
13 N -2.47 -0.72 -1.50  C2 1.516, O14 1.212, O15 1.191
14 O -1.87 0.25 -1.91  N13 1.212
15 O -2.96 -1.58 -2.16  N13 1.191
16 H -3.79 -1.84 1.46  N1 1.110
17 H -3.93 -2.35 -0.21  N1 1.011
18 H 1.17 1.71 1.24  N7 1.025
19 H 3.86 2.05 1.20  N9 1.009
20 H 4.48 0.62 0.39  N9 1.093

Net charge ... +1
SMILES ... N/C(=N/[N+]([O-])=N/[NH+]=C(/N)[N+](=O)[O-])[N+](=O)[O-]
E_LUMO ... -5.5 eV
Calculated total energy ... -24293.80369 eV

***

Entry 4:
Molecular formula: C2H5NO
Method: DFT, the ωB97M-V functional and the def2-TZVPD basis

Bonds (Å) are listed after each position.
Cartesian coordinates (Å):
1 C -0.95 2.23 -0.70  N2 1.156, H4 1.104
2 N -0.35 3.20 -0.83  C1 1.156, O3 1.169
3 O 0.05 4.26 -0.54  N2 1.169
4 H -1.24 1.31 -1.24  C1 1.104
5 C 0.67 -0.68 0.04  H6 1.106, H7 1.066, H8 1.051, H9 1.030
6 H 0.01 -1.04 0.86  C5 1.106
7 H 0.41 0.34 -0.14  C5 1.066
8 H 1.62 -0.80 0.47  C5 1.051
9 H 0.61 -1.32 -0.76  C5 1.030

SMILES ... C#[N+][O-].C
E_LUMO ... 0.5 eV
Calculated total energy ... -5688.90653 eV

***

The highest E_LUMO belongs to which entry? C2H5NO

***

Look up the calculated total energy of the third one. -24293.80369 eV